# 1
# C34H39ClN4O2P2Zn

C34H39ClN4O2P2Zn as an isolated structure in a non-equilibrium geometry (ωB97M-V with the def2-TZVPD basis set, the Open Molecules 2025 dataset).

XYZ file:
```
83
C34H39ClN4O2P2Zn ωB97M-V with the def2-TZVPD basis set
Zn 0.205 2.157 -0.395
C -1.565 1.846 -4.177
C -1.616 0.529 -3.965
C -0.622 -0.494 -4.419
C 0.844 -0.035 -4.623
C 1.413 0.724 -3.495
C 1.011 1.891 -2.982
C 0.577 3.031 -3.803
C -0.495 2.631 -4.862
C 1.019 2.080 1.538
H -2.410 2.468 -3.884
H -2.545 0.133 -3.523
H -1.004 -0.876 -5.378
H -0.670 -1.336 -3.716
H 1.442 -0.947 -4.775
H 0.929 0.491 -5.577
H 2.292 0.264 -3.042
H 1.312 2.194 -1.969
H 1.456 3.486 -4.292
H 0.217 3.808 -3.118
H -0.910 3.574 -5.276
H -0.020 2.068 -5.691
H 0.261 2.717 2.041
H 2.012 2.568 1.536
H 1.138 1.136 2.113
P 1.723 -0.094 0.053
P -1.694 -0.988 0.760
N 3.081 0.850 -0.755
N 2.728 -1.380 0.674
N -2.161 0.459 0.112
N -2.893 -2.074 1.020
C 0.669 -1.025 -1.105
C -0.598 -1.729 -0.499
C 3.151 2.261 -0.756
C 4.220 2.695 -1.498
C 4.885 1.533 -1.954
C 4.183 0.418 -1.487
C 3.690 -1.078 1.657
C 4.402 -2.240 1.955
C 3.874 -3.291 1.122
C 2.851 -2.741 0.347
C -1.732 1.800 0.400
C -2.402 2.657 -0.513
C -3.025 1.833 -1.479
C -2.806 0.528 -1.118
C -4.043 -2.226 0.238
C -4.875 -3.048 0.943
C -4.224 -3.450 2.160
C -2.995 -2.861 2.197
H 1.264 -1.820 -1.569
H 0.331 -0.377 -1.930
H -1.325 -1.851 -1.340
H -0.376 -2.753 -0.113
H 2.440 2.892 -0.264
H 4.453 3.736 -1.663
H 5.769 1.540 -2.566
H 4.385 -0.628 -1.613
H 3.742 -0.068 2.072
H 5.192 -2.312 2.704
H 4.220 -4.319 1.126
H 2.184 -3.208 -0.384
H -1.451 2.035 1.410
H -2.360 3.741 -0.527
H -3.591 2.156 -2.365
H -3.097 -0.353 -1.633
H -4.120 -1.659 -0.668
H -5.842 -3.339 0.597
H -4.607 -4.101 2.911
H -2.217 -2.921 2.945
Cl -2.061 -0.441 8.888
C -1.552 -0.454 7.244
C -0.762 -1.527 6.813
C -0.386 -1.624 5.482
C -0.934 -0.763 4.539
C -1.645 0.395 4.960
C -1.964 0.531 6.322
C -0.517 -1.114 3.173
O 0.520 -1.649 2.793
O -1.452 -0.625 2.263
H -0.422 -2.301 7.496
H 0.333 -2.349 5.127
H -1.905 1.230 4.300
H -2.525 1.384 6.729
```

## Properties
Charge: 0
Kohn-Sham gap (spin up / spin down) (eV): 3.06 / 3.07
Highest occupied orbital energy (spin up / spin down) (eV): -3.868 / -3.873

---

# 2
# C5H10

A single C5H10 molecule in a non-equilibrium geometry (ωB97M-V with the def2-TZVPD basis set, the Open Molecules 2025 dataset).

XYZ file:
```
15
C5H10 ωB97M-V with the def2-TZVPD basis set
C 2.095 -0.570 0.104
C 1.320 0.420 -0.367
C 0.172 1.063 0.420
C -1.155 0.515 -0.253
C -1.367 -0.934 0.047
H 2.798 -1.145 -0.524
H 1.950 -0.863 1.097
H 1.353 0.634 -1.437
H 0.042 2.215 0.320
H 0.294 0.797 1.460
H -1.069 0.737 -1.344
H -1.977 1.109 0.184
H -2.381 -1.222 -0.258
H -0.710 -1.534 -0.513
H -1.363 -1.222 1.065
```

## Properties
SMILES: C=CCCC
Charge: 0
Relative energy (zero: lowest compared OMol25 entry of this formula, charge and spin) (eV): 1.172
Kohn-Sham gap (eV): 10.74
Highest occupied orbital energy (eV): -9.471

---

# 3
# C4H31NO13

A 12-piece molecular cluster, C4H31NO13 overall in a non-equilibrium geometry (ωB97M-V with the def2-TZVPD basis set, the Open Molecules 2025 dataset).

XYZ file:
```
49
C4H31NO13 ωB97M-V with the def2-TZVPD basis set
C -2.445 -1.749 0.621
C -2.298 -0.694 -0.538
C -0.766 -0.543 -0.854
N -0.156 0.038 0.362
C 1.080 0.626 0.294
O 1.652 1.121 1.262
O 1.658 0.666 -0.896
H -3.282 -1.569 1.315
H -2.653 -2.693 0.081
H -1.580 -1.666 1.277
H -2.822 -1.152 -1.382
H -2.873 0.212 -0.389
H -0.548 0.052 -1.743
H -0.376 -1.539 -1.080
H -0.538 -0.143 1.275
H 2.517 1.116 -0.912
O -1.427 3.981 -2.024
H -0.974 3.578 -1.283
H -2.226 4.296 -1.558
O 2.114 -2.018 2.961
H 1.256 -2.443 2.880
H 1.799 -1.119 3.209
O -2.583 4.175 0.418
H -3.086 3.977 1.229
H -2.117 3.335 0.371
O -1.424 0.378 2.980
H -0.533 0.606 3.318
H -1.700 -0.230 3.675
O 0.613 -1.280 -4.812
H -0.030 -1.973 -4.653
H 1.244 -1.355 -4.074
O -2.764 2.564 2.611
H -2.883 1.638 2.456
H -2.263 2.856 3.387
O 0.674 1.477 -3.309
H 0.703 0.993 -4.142
H -0.233 1.780 -3.187
O 2.579 -2.105 0.550
H 3.378 -2.094 0.006
H 2.818 -1.751 1.426
O 1.189 0.425 3.729
H 1.829 0.822 4.324
H 1.372 0.785 2.828
O 4.342 -1.889 -2.056
H 4.084 -1.520 -2.907
H 3.460 -1.984 -1.667
O 1.408 -2.711 -2.185
H 1.173 -1.915 -1.681
H 1.637 -3.365 -1.513
```

## Properties
SMILES: CCCNC(=O)O.O.O.O.O.O.O.O.O.O.O.O
Charge: 0
Relative energy (zero: lowest compared OMol25 entry of this formula, charge and spin) (eV): 2.530
Kohn-Sham gap (eV): 10.27
Highest occupied orbital energy (eV): -10.309

---

What are the calculated total energy values for these records? In order: -125453.593; -5346.094; -32759.518 eV.